Computed, not measured: the ion C12H27N3OPS with charge +1, with wB97M-V/def2-TZVPD.

Values from the calculation:
Spin multiplicity: 1
Strongest force on any atom: 0.94 eV Å⁻¹
HOMO-LUMO gap: 7.955 eV
E_tot: -1452.212095 Ha
Net charge: +1

XYZ file:
```
45
C12H27N3OPS | the Open Molecules 2025 dataset | wB97M-V/def2-TZVPD
C 1.50 0.27 3.13
C 0.51 1.19 2.42
P 1.06 1.74 0.73
C 2.44 0.64 0.25
C 3.16 1.20 -0.99
C -0.40 1.36 -0.45
C -0.66 2.61 -1.32
O -0.12 2.45 -2.60
C -1.04 2.14 -3.64
C -1.66 0.87 0.24
N -1.55 -0.57 0.41
C -2.37 -1.24 1.46
N -3.72 -0.80 1.53
C -0.75 -1.16 -0.44
C -0.57 -2.65 -0.50
C 0.77 -3.15 -1.11
N 1.83 -3.43 -0.17
S 0.01 -0.08 -1.53
H 1.65 -0.67 2.60
H 1.17 0.08 4.15
H 2.48 0.75 3.21
H -0.47 0.70 2.41
H 0.40 2.09 3.02
H 2.15 -0.39 0.07
H 3.14 0.63 1.08
H 2.49 1.31 -1.84
H 3.62 2.15 -0.75
H 3.94 0.50 -1.27
H -0.16 3.46 -0.86
H -1.73 2.84 -1.37
H -1.31 3.04 -4.18
H -1.96 1.69 -3.25
H -0.57 1.43 -4.32
H -1.84 1.36 1.20
H -2.55 1.08 -0.36
H -1.88 -1.09 2.42
H -2.38 -2.31 1.25
H -4.19 -0.87 0.64
H -3.83 0.12 1.92
H -1.41 -3.09 -1.02
H -0.62 -3.02 0.53
H 1.13 -2.44 -1.84
H 0.55 -4.07 -1.65
H 1.55 -4.08 0.55
H 2.20 -2.60 0.26
```